(1)
Here is C17H36NO2P3Tc as an isolated structure at a distorted geometry from OMol25. Energies are from wB97M-V/def2-TZVPD.

The geometry in XYZ format:
```
60
Properties=species:S:1:pos:R:3
P 2.91116 -0.67794 -0.04654
C 3.68258 -0.84998 1.61004
H 4.77821 -0.86414 1.51283
H 3.34637 -1.78198 2.08650
H 3.37832 -0.00360 2.24104
C 3.47382 -2.21488 -0.85355
H 3.37402 -2.15685 -1.93998
H 2.83078 -3.03561 -0.51073
H 4.51306 -2.43602 -0.58361
C 3.94560 0.66325 -0.74555
H 4.99763 0.35541 -0.79533
H 3.84180 1.55156 -0.10904
H 3.58738 0.94151 -1.74205
P -0.79400 2.73212 -0.63795
C -0.86229 3.63129 0.94704
H -1.32706 4.61487 0.78551
H 0.14870 3.76720 1.35013
H -1.45352 3.06255 1.67539
C 0.28908 3.81275 -1.61251
H 0.23760 3.57196 -2.67744
H 1.32406 3.66949 -1.27318
H 0.01182 4.86156 -1.44733
C -2.53056 2.79136 -1.17896
H -2.80992 3.82551 -1.41517
H -3.16922 2.42320 -0.36515
H -2.69577 2.14970 -2.05041
P -2.14333 -2.04536 -0.01716
C -2.98754 -2.35110 1.57822
H -3.68332 -3.19669 1.47948
H -3.54036 -1.44998 1.87295
H -2.25657 -2.56759 2.36810
C -3.61115 -1.92203 -1.11127
H -4.36324 -2.67425 -0.83621
H -3.34189 -2.02303 -2.16769
H -4.04280 -0.91995 -0.97764
C -1.36845 -3.66824 -0.34848
H -2.13133 -4.43162 -0.54418
H -0.76664 -3.96526 0.51908
H -0.68813 -3.60667 -1.20322
Tc -0.09320 0.32773 -0.60910
C 1.04856 1.15339 0.68641
O 1.61402 1.66429 1.59290
C -1.47752 0.44378 0.71129
O -2.16642 0.63419 1.65232
C -1.32360 -0.16390 -2.84183
C -0.71330 -1.41582 -2.70406
C 0.67096 -1.48652 -2.53550
C 1.46096 -0.36162 -2.77061
C 0.86316 0.88837 -2.93030
C -0.53364 0.97344 -3.05569
H -2.41010 -0.06763 -2.89430
H -1.28078 -2.34254 -2.74920
H 1.11912 -2.46727 -2.34280
H 2.54528 -0.43147 -2.85088
H 1.49586 1.76794 -3.05636
H -1.02359 1.89404 -3.35707
N 0.39686 -1.47830 1.71809
H -0.42100 -1.61327 2.31355
H 1.12320 -1.10446 2.33138
H 0.71482 -2.41852 1.45276
```

Values from the calculation:
⟨S²⟩	3.794
total charge	+4
spin multiplicity	4
LUMO (alpha / beta)	-0.502 / -0.584	hartree
E_HOMO (alpha / beta)	-21.78 / -22.90	eV
DFT total energy	-53819.0086	eV

These are the Mulliken partial charges, in e, on atoms 1 to 4: atom 1 (P): 0.909, atom 2 (C): -1.248, atom 3 (H): 0.518, atom 4 (H): 0.486

(2)
Here is a 2-piece molecular cluster, C17H36NO3 overall at a distorted geometry from OMol25. Energies are from wB97M-V/def2-TZVPD.

The geometry in XYZ format:
```
57
Properties=species:S:1:pos:R:3
C -2.80038 -0.71998 0.00873
O -2.38873 -1.70929 -0.91208
C -2.44854 -3.04104 -0.41789
C -1.22605 -3.46445 0.37315
C -1.21706 -3.01890 1.83491
C -0.12576 -3.70006 2.66024
C 1.28683 -3.18067 2.42912
C 1.54832 -1.75659 2.93366
C 1.43986 -0.72774 1.79994
C 2.65911 -0.73546 0.88927
C 2.67089 0.32568 -0.21462
C 1.92033 -0.06908 -1.49403
C 0.39286 0.03271 -1.46555
C -0.16014 1.45372 -1.60976
C -0.21427 2.28931 -0.30826
C -1.58817 2.48812 0.34332
C -2.31633 3.36193 -0.68226
O -1.25473 4.15061 -1.23035
C -0.04564 3.72619 -0.77379
O 0.94889 4.43609 -0.84371
H -3.51584 -0.05501 -0.47134
H -3.27800 -1.15204 0.88827
H -1.92722 -0.16387 0.35886
H -3.36459 -3.18173 0.16287
H -2.54997 -3.67754 -1.29542
H -1.20325 -4.55584 0.35532
H -0.32486 -3.11478 -0.13359
H -1.19147 -1.93220 1.91760
H -2.17748 -3.32112 2.26226
H -0.40124 -3.68298 3.71385
H -0.12443 -4.75224 2.36692
H 1.53380 -3.28623 1.37166
H 1.96191 -3.86233 2.94846
H 2.51431 -1.67589 3.42539
H 0.75932 -1.51948 3.64921
H 0.55124 -1.00048 1.22717
H 1.25192 0.27044 2.19975
H 2.82728 -1.71884 0.45278
H 3.52471 -0.53050 1.52409
H 2.35047 1.29469 0.16199
H 3.71695 0.46542 -0.49520
H 2.19881 -1.09438 -1.73487
H 2.28123 0.55941 -2.31219
H -0.05086 -0.43001 -0.58731
H 0.01293 -0.53448 -2.31601
H 0.45132 1.98921 -2.34065
H -1.17053 1.39206 -2.01092
H 0.46299 1.97708 0.47546
H -2.09517 1.65025 0.80766
H -1.38864 3.16502 1.18267
H -3.04460 3.98859 -0.18153
H -2.79592 2.74362 -1.43647
N 1.42611 5.12127 -3.89505
H 1.53462 4.95729 -2.88253
H 0.43255 5.08172 -4.13101
H 1.79826 6.04209 -4.13324
H 1.93208 4.40273 -4.41497
```

Values from the calculation:
total charge	+1
spin multiplicity	1
LUMO	-0.139	hartree
E_HOMO	-11.73	eV
DFT total energy	-25838.9973	eV

These are the Mulliken partial charges, in e, on atoms 1 to 4: atom 1 (C): -0.203, atom 2 (O): -0.372, atom 3 (C): -0.892, atom 4 (C): -0.152

(3)
Here is C17H37ClF2InN2O3 as an isolated structure at a distorted geometry from OMol25. Energies are from wB97M-V/def2-TZVPD.

The geometry in XYZ format:
```
63
Properties=species:S:1:pos:R:3
N 6.56734 -2.94008 -1.74536
C 6.31098 -2.27974 -3.03568
C 5.61758 -0.91425 -2.92061
O 6.54874 0.09282 -2.49259
C 4.34043 -0.93685 -2.05842
In 2.54407 -0.39811 -3.19164
Cl 1.46669 1.51875 -2.11020
N 1.12610 -2.07340 -3.12471
C 0.58692 -2.34946 -1.86554
O 0.94520 -3.12494 -1.01440
F -0.49093 -1.55048 -1.63377
C 1.67346 -3.20654 -3.73827
O 2.37492 -4.09463 -3.32391
F 1.35617 -3.18995 -5.08029
H 6.01086 -2.51708 -1.01500
H 6.30286 -3.91505 -1.78973
H 5.73649 -2.92605 -3.71673
H 7.27745 -2.09116 -3.52742
H 5.36143 -0.61592 -3.94859
H 6.86158 -0.14968 -1.61172
H 4.19578 -1.90431 -1.56197
H 4.42230 -0.18837 -1.25754
H 2.92422 0.10205 -4.82455
C -2.50394 -3.12573 4.57275
C -1.82835 -1.75776 4.57240
C -2.00084 -0.99196 3.26130
C -1.40268 -1.68032 2.03192
C 0.08908 -1.98733 2.13361
C 0.96137 -0.74332 2.27789
H -2.07931 -3.78219 3.81240
H -2.38492 -3.62120 5.53825
H -3.57416 -3.02989 4.37518
H -0.76499 -1.87677 4.79597
H -2.24453 -1.15477 5.38508
H -1.56216 0.00180 3.37468
H -3.07040 -0.82949 3.08592
H -1.57228 -1.05082 1.15377
H -1.94435 -2.61067 1.83726
H 0.39130 -2.52248 1.23365
H 0.27066 -2.66706 2.97307
H 0.81991 -0.06899 1.43030
H 2.01791 -1.01350 2.30996
H 0.73670 -0.18943 3.19302
C -5.69315 4.01206 0.67525
C -4.50918 4.83285 0.17290
C -3.86655 4.26529 -1.09188
C -3.28226 2.85971 -0.93979
C -2.22912 2.71780 0.15730
C -0.99366 3.57946 -0.06908
H -5.39189 3.00039 0.94984
H -6.14144 4.47176 1.55800
H -6.46680 3.93630 -0.09232
H -3.76066 4.91503 0.96538
H -4.84507 5.85303 -0.03495
H -3.08445 4.95055 -1.42927
H -4.61521 4.24717 -1.89140
H -2.83710 2.56288 -1.89375
H -4.09021 2.14617 -0.75131
H -1.92066 1.67163 0.20022
H -2.66966 2.94763 1.13288
H -0.52758 3.32816 -1.02007
H -0.25176 3.41177 0.71257
H -1.23829 4.64466 -0.07020
```

Values from the calculation:
total charge	-1
spin multiplicity	1
LUMO	0.099	hartree
E_HOMO	-6.05	eV
DFT total energy	-50487.2000	eV

These are the Mulliken partial charges, in e, on atoms 1 to 4: atom 1 (N): -0.649, atom 2 (C): -0.594, atom 3 (C): 0.172, atom 4 (O): -0.593

Look up the DFT total energy of the third one. -50487.2000 eV